No. 1
DFT (ωB97M-V/def2-TZVPD) results for a molecular structure, C33H27NO2SeW.

Each line ends with the natural charge from an NBO analysis.
CARTESIAN COORDINATES (ANGSTROEM)
W1 -0.9927 -0.1327 -0.0465  1.78
Se1 -2.5974 -0.5777 -1.5468  0.12
O1 -1.0718 -0.4292 1.7583  -0.68
O2 -0.4164 1.5164 -0.4143  -0.63
N1 0.9267 -0.7169 -0.5393  -0.58
C1 -0.7921 2.8624 -2.3921  -0.05
C2 3.5887 -1.1548 -0.9345  -0.05
C3 -1.2764 -2.6671 0.8926  -0.22
C4 2.9628 -1.6522 0.1975  -0.23
C5 0.7068 0.7806 -2.4518  -0.51
C6 3.2417 4.3427 -1.8161  -0.20
C7 -0.8242 -2.2596 3.3622  -0.03
C8 -0.8283 -1.3147 4.3818  -0.22
C9 2.0226 2.6867 0.0499  -0.22
C10 -1.1805 -4.0097 4.9692  -0.19
C11 -0.9994 -3.6079 3.6545  -0.22
C12 -1.4019 -4.1757 -0.9922  -0.21
C13 3.7985 4.1950 -0.5526  -0.18
C14 -2.6706 -2.7762 1.0520  -0.10
C15 -0.5297 -1.8497 1.9359  0.22
C16 -2.2092 4.8095 -2.3614  -0.19
C17 1.4623 2.8362 -1.2134  -0.13
C18 -1.2350 4.0298 -1.7672  -0.19
C19 1.6204 -1.4012 0.4091  0.27
C20 2.0757 3.6704 -2.1456  -0.15
C21 -2.2931 3.2922 -4.2253  -0.20
C22 2.8790 -0.3669 -1.8310  -0.22
C23 -2.7376 4.4418 -3.5944  -0.15
C24 -1.1961 -3.0674 5.9874  -0.16
C25 -0.6481 -3.4024 -0.1201  -0.17
C26 -1.0227 -1.7226 5.6929  -0.19
C27 1.5404 -0.1384 -1.6114  0.29
C28 -1.3262 2.4962 -3.6236  -0.21
C29 0.2557 2.0516 -1.6812  0.28
C30 0.9935 -1.7960 1.7348  -0.51
C31 -2.7775 -4.2501 -0.8376  -0.13
C32 -3.4105 -3.5627 0.1979  -0.21
C33 3.1848 3.3728 0.3790  -0.19
H1 -0.8059 4.3278 -0.8179  0.23
H2 4.6404 -1.3497 -1.0992  0.26
H3 -3.4901 5.0598 -4.0652  0.24
H4 3.6024 3.2722 1.3720  0.23
H5 -0.9868 1.6134 -4.1487  0.21
H6 -0.9104 -4.7388 -1.7736  0.25
H7 -2.5496 5.7120 -1.8725  0.24
H8 0.4283 -3.4083 -0.2244  0.22
H9 -0.7021 -0.2631 4.1591  0.23
H10 -1.0009 -4.3499 2.8642  0.22
H11 -0.1705 0.2470 -2.8249  0.26
H12 4.7006 4.7316 -0.2922  0.24
H13 3.3626 0.0863 -2.6845  0.26
H14 -2.6927 3.0122 -5.1904  0.24
H15 1.3857 -1.1045 2.4875  0.28
H16 3.7069 4.9952 -2.5424  0.24
H17 -1.3178 -5.0583 5.1951  0.24
H18 -3.1532 -2.2497 1.8666  0.24
H19 1.5449 2.0693 0.7998  0.20
H20 1.2893 1.1106 -3.3109  0.28
H21 1.3801 -2.7779 2.0144  0.28
H22 -1.3480 -3.3809 7.0112  0.24
H23 -3.3611 -4.8653 -1.5098  0.25
H24 -1.0410 -0.9867 6.4851  0.24
H25 3.5165 -2.2162 0.9354  0.26
H26 1.6306 3.8105 -3.1238  0.22
H27 -4.4798 -3.6509 0.3336  0.25

Forces on the atoms, in the same order (eV/Å):
W 0.03 0.10 -0.14
Se 0.04 0.00 0.09
O -0.05 -0.02 0.00
O 0.02 -0.05 -0.01
N 0.01 -0.01 0.00
C 0.00 0.01 -0.02
C 0.00 0.00 0.00
C 0.03 0.00 -0.02
C 0.00 0.02 0.00
C 0.01 0.02 -0.02
C 0.00 0.00 0.00
C 0.00 0.00 0.00
C 0.00 -0.01 0.00
C 0.00 -0.01 -0.01
C 0.00 0.00 0.00
C 0.00 -0.01 0.00
C -0.01 0.00 0.00
C 0.00 0.01 0.00
C -0.01 -0.01 0.00
C -0.01 0.02 0.01
C 0.00 0.00 0.00
C 0.02 0.02 -0.04
C 0.00 -0.01 -0.01
C -0.01 -0.02 0.03
C 0.00 0.00 0.01
C 0.00 0.00 0.00
C 0.01 -0.01 0.01
C 0.00 0.00 0.00
C 0.00 0.00 0.00
C 0.00 0.00 0.00
C 0.00 0.01 0.00
C -0.02 0.01 -0.01
C 0.01 0.00 0.02
C -0.06 -0.06 0.09
C 0.00 -0.01 -0.01
C 0.01 0.00 0.00
C -0.01 0.00 0.01
C -0.01 -0.01 0.01
H 0.00 0.00 0.00
H 0.00 0.00 0.00
H 0.00 0.00 0.00
H 0.00 0.00 0.00
H 0.00 0.00 -0.01
H 0.00 0.00 0.00
H 0.00 0.00 0.00
H 0.00 0.00 0.00
H 0.00 0.00 0.00
H 0.00 0.00 0.00
H 0.01 -0.02 0.00
H 0.00 0.00 0.00
H 0.00 0.00 0.00
H 0.00 0.00 0.00
H 0.00 0.00 0.00
H 0.00 0.00 0.00
H 0.00 0.00 0.00
H 0.00 0.00 0.00
H 0.00 0.00 0.00
H 0.00 0.01 0.00
H 0.00 0.00 0.00
H 0.00 0.00 0.00
H 0.00 0.00 0.00
H 0.00 0.00 0.00
H 0.00 0.00 0.00
H 0.00 0.00 0.00
H 0.00 0.00 0.00

For the HOMO-LUMO gap, the calculation gives 6.00 eV. As for the charge: +2.



No. 2
DFT (ωB97M-V/def2-TZVPD) results for a molecular structure, C33H28AsN7V.

Each line ends with the Löwdin spin population.
CARTESIAN COORDINATES (ANGSTROEM)
As1 2.0300 0.2428 -2.2234  -0.01
V1 0.5836 0.3373 -0.1941  0.97
N1 -1.0717 -0.8793 -0.3828  0.00
N2 2.5755 0.2679 2.5044  0.01
N3 -0.3644 1.9340 0.6100  0.00
N4 1.2163 -3.7828 4.1061  0.00
N5 0.0692 -2.8836 2.3435  0.00
N6 0.7781 -0.7933 1.5056  0.01
N7 1.9167 -1.7438 3.3514  0.00
C1 -2.1397 -2.8154 0.5307  0.00
C2 1.4454 -2.5455 -1.9104  0.00
C3 -2.1273 5.2627 3.5757  0.00
C4 -2.0617 -0.7718 -1.2722  0.00
C5 2.8941 -0.7949 -6.1755  0.00
C6 2.3422 -0.7711 -4.9047  0.00
C7 2.4548 -4.1252 -0.4111  0.00
C8 3.1970 1.3607 -1.1633  0.00
C9 2.2412 -1.5234 -1.3830  0.00
C10 -3.1324 -1.6489 -1.2992  0.00
C11 3.2167 -3.1099 0.1492  0.00
C12 2.6099 2.4800 -0.5695  0.01
C13 -2.8894 6.0983 2.7682  0.00
C14 -1.4788 4.1721 3.0261  0.00
C15 -3.1720 -2.6922 -0.3891  -0.01
C16 4.3417 1.0361 -5.5927  0.00
C17 -0.0234 -1.8924 1.5134  0.00
C18 1.5616 -3.8429 -1.4370  0.00
C19 -0.9216 2.8250 1.0778  0.01
C20 3.3470 3.2865 0.3009  0.00
C21 1.0783 -2.7759 3.2568  0.00
C22 -3.0144 5.8527 1.4063  0.00
C23 5.2792 1.9002 -0.0730  0.00
C24 -1.6104 3.9344 1.6562  0.00
C25 -1.1186 -1.8874 0.5044  0.00
C26 3.8926 0.1075 -6.5186  0.00
C27 4.6729 2.9889 0.5553  0.00
C28 2.8089 0.1513 -3.9737  0.00
C29 -2.3753 4.7664 0.8372  0.00
C30 3.1142 -1.8114 -0.3334  0.00
C31 1.7377 -0.7760 2.4694  0.00
C32 4.5494 1.0897 -0.9221  0.00
C33 3.7989 1.0658 -4.3152  0.00
H1 2.8888 4.1595 0.7471  0.00
H2 3.9009 -3.3267 0.9597  0.00
H3 2.5414 -1.5158 -6.9007  0.00
H4 -3.9149 -1.5098 -2.0315  0.00
H5 4.1547 1.7964 -3.6005  0.00
H6 3.7085 -1.0359 0.1251  0.00
H7 -2.4700 4.5617 -0.2204  0.00
H8 0.9570 -4.6310 -1.8659  0.00
H9 0.5776 -4.5588 4.0690  0.00
H10 2.5551 -5.1396 -0.0479  0.00
H11 2.4145 1.1066 1.9701  0.00
H12 1.5604 -1.4773 -4.6557  0.00
H13 -1.9819 0.0375 -1.9880  0.00
H14 5.1173 1.7405 -5.8616  0.00
H15 6.3286 1.6962 0.0951  0.00
H16 -2.0402 5.4615 4.6346  0.00
H17 -0.8886 3.5102 3.6452  0.00
H18 3.2458 0.3031 3.2554  0.00
H19 -3.9919 -3.3970 -0.3922  0.00
H20 4.3169 0.0885 -7.5133  0.00
H21 1.9264 -3.7443 4.8179  0.00
H22 -3.3948 6.9485 3.2062  0.00
H23 5.2532 3.6197 1.2157  0.00
H24 -3.6120 6.5080 0.7883  0.00
H25 0.7220 -2.3320 -2.6895  0.00
H26 1.5968 2.7721 -0.8253  0.00
H27 -2.1127 -3.6045 1.2679  0.00
H28 5.0370 0.2647 -1.4260  0.00

Forces on the atoms, in the same order (eV/Å):
As 0.10 0.12 0.08
V 0.16 -0.12 -0.33
N -0.14 -0.23 0.07
N 0.04 0.08 0.08
N -0.11 0.28 0.12
N 0.02 0.01 0.01
N 0.04 -0.05 0.04
N -0.06 -0.20 0.06
N 0.01 0.11 -0.04
C -0.03 -0.08 -0.05
C -0.04 -0.06 0.07
C 0.01 -0.03 0.01
C 0.03 -0.01 -0.07
C 0.00 0.00 0.00
C 0.03 -0.03 -0.02
C -0.01 -0.03 0.01
C 0.17 -0.01 -0.03
C -0.06 0.12 -0.19
C -0.01 0.02 -0.04
C -0.03 0.04 0.04
C 0.03 -0.03 0.14
C -0.01 0.01 0.01
C -0.06 0.06 0.04
C 0.07 -0.01 0.04
C 0.00 0.01 0.01
C -0.08 0.11 0.04
C -0.04 0.04 0.02
C -0.21 0.17 0.07
C -0.07 -0.02 0.00
C -0.12 -0.10 -0.05
C 0.00 -0.02 -0.02
C -0.01 0.02 0.03
C 0.16 -0.12 -0.04
C 0.09 0.02 0.25
C -0.01 -0.01 -0.01
C 0.05 -0.02 -0.01
C -0.01 0.02 -0.10
C -0.06 0.06 0.01
C -0.03 -0.08 -0.03
C 0.05 -0.05 0.02
C -0.03 0.02 -0.02
C 0.03 -0.03 -0.04
H 0.00 0.01 0.00
H 0.01 0.00 -0.01
H 0.00 0.00 0.00
H 0.00 -0.01 0.00
H -0.01 0.00 0.00
H 0.10 0.08 -0.03
H 0.02 0.00 0.00
H 0.00 0.00 0.00
H 0.00 0.00 0.00
H -0.01 0.00 0.01
H -0.01 -0.03 -0.06
H 0.00 0.01 0.02
H -0.02 0.00 0.00
H -0.01 0.00 0.00
H -0.01 0.00 0.00
H 0.00 0.00 0.00
H 0.02 0.00 -0.01
H 0.00 -0.03 0.00
H 0.00 0.00 0.00
H 0.00 0.00 0.01
H 0.00 0.00 0.00
H 0.01 0.00 0.00
H 0.00 0.00 0.00
H 0.00 0.00 0.00
H 0.03 0.01 -0.03
H 0.02 0.01 -0.04
H -0.02 0.01 0.00
H -0.02 -0.06 0.02

For the HOMO-LUMO gap (alpha / beta), the calculation gives 7.44 / 6.95 eV. As for the charge: +2. Its spin multiplicity is 2.



No. 3
DFT (ωB97M-V/def2-TZVPD) results for a molecular structure, C33H28BF4N2P2RuS2Se.

Each line ends with the Löwdin spin population.
CARTESIAN COORDINATES (ANGSTROEM)
Ru1 1.9622 0.9174 -0.0696  2.75
Se1 2.2777 3.4625 -0.0375  0.16
S1 1.2188 0.7693 2.1391  0.16
S2 1.2825 0.7324 -2.3354  0.17
P1 0.7600 -1.1450 -1.6810  0.07
P2 0.6303 -1.0984 1.5628  0.08
F1 4.4887 2.0785 -0.9778  0.01
F2 4.1188 0.9040 0.9409  0.07
F3 4.0818 -0.1747 -1.0233  0.04
F4 6.1159 0.6430 -0.2635  0.00
N1 0.8988 5.7071 0.7882  0.01
N2 -0.5575 4.3868 -0.1091  0.01
C1 2.6020 -3.2579 -1.8430  0.01
C2 1.3466 -2.4242 2.5429  0.02
C3 3.2004 -4.3154 -2.5334  0.00
C4 1.2057 -0.9152 -0.0405  0.32
C5 -1.8431 -2.2358 2.1620  0.00
C6 1.8329 -3.8555 -4.4655  0.00
C7 1.8645 -2.1264 3.8039  0.00
C8 -3.1825 -0.5796 -2.3924  0.00
C9 2.3302 -4.4543 4.1189  0.00
C10 1.2039 -2.8261 -3.7859  0.00
C11 -1.8036 -0.1534 0.9297  0.00
C12 -2.5221 5.9807 -0.0559  0.00
C13 -1.1401 -1.2037 1.5550  0.01
C14 -1.1647 3.2744 -0.8448  0.00
C15 -2.8689 7.2527 0.3483  0.00
C16 1.8265 -4.7568 2.8540  0.00
C17 1.3155 -3.7323 2.0704  0.00
C18 -3.2398 -2.1869 2.1634  0.00
C19 -0.6143 7.7283 1.1289  0.00
C20 -3.8962 -1.1344 1.5505  0.00
C21 -0.2796 6.4478 0.7271  0.00
C22 -3.7469 -1.7764 -1.9431  0.00
C23 -3.1739 -0.1100 0.9378  0.00
C24 -1.2084 5.5945 0.1442  0.00
C25 -1.5453 -2.5997 -1.4233  0.00
C26 -1.8120 -0.3949 -2.3408  0.00
C27 -2.9159 -2.7745 -1.4546  0.00
C28 2.8188 -4.5987 -3.8275  0.00
C29 -1.9203 8.1181 0.9158  0.00
C30 -0.9911 -1.4035 -1.8720  0.01
C31 2.3386 -3.1545 4.6084  0.00
C32 0.7390 4.4918 0.2561  0.02
C33 1.6054 -2.4956 -2.4820  0.01
B1 4.7770 0.8610 -0.3574  0.00
H1 -3.8935 7.5815 0.2141  0.00
H2 2.7126 -5.2299 4.7458  0.00
H3 -0.3819 2.5445 -1.0568  0.00
H4 0.9083 -3.9727 1.0985  0.00
H5 2.9314 -3.0003 -0.8468  0.00
H6 3.3222 -5.4020 -4.3504  0.00
H7 -3.6867 0.6996 0.4355  0.00
H8 1.7725 5.9877 1.2063  0.00
H9 -1.9316 2.8042 -0.2361  0.00
H10 1.5396 -4.0900 -5.4714  0.00
H11 -3.8345 0.1811 -2.7873  0.00
H12 -2.2128 9.1162 1.1949  0.00
H13 2.7071 -2.9585 5.6031  0.00
H14 0.1082 8.3796 1.5929  0.00
H15 -0.9046 -3.4098 -1.1204  0.00
H16 -1.3227 -3.0537 2.6501  0.00
H17 -1.2411 0.6559 0.4751  0.00
H18 -1.5862 3.6502 -1.7586  0.00
H19 0.4152 -2.2614 -4.2622  0.00
H20 -3.8186 -2.9624 2.6622  0.00
H21 -3.2295 5.3029 -0.4819  0.00
H22 1.8378 -5.7872 2.5078  0.00
H23 3.9719 -4.9101 -2.0406  0.00
H24 -4.9769 -1.0748 1.5973  0.00
H25 -1.3743 0.5421 -2.6882  0.00
H26 1.8835 -1.1045 4.1733  0.00
H27 -3.3261 -3.7328 -1.1425  0.00
H28 -4.8059 -1.9621 -2.0031  0.00

Forces on the atoms, in the same order (eV/Å):
Ru 0.04 0.28 -0.28
Se 0.20 -0.20 -0.05
S -0.20 0.06 0.82
S -0.01 -0.28 -0.19
P 0.34 0.17 0.13
P 0.34 0.05 -0.19
F -0.17 0.12 -0.17
F -0.02 0.01 0.02
F -0.19 -0.13 -0.25
F -0.23 -0.15 0.14
N 0.08 0.52 0.31
N 0.24 -0.37 -0.42
C -0.22 0.28 -0.52
C -0.14 0.42 0.09
C -0.01 0.30 0.74
C 0.62 -0.19 -0.13
C -0.38 0.07 0.07
C -0.10 0.10 0.38
C -0.08 0.03 0.17
C -0.48 -0.59 0.15
C -0.19 0.28 -0.18
C 0.27 0.08 0.24
C -0.01 0.27 0.09
C 0.20 -0.01 0.17
C -0.11 -0.33 0.41
C 0.66 0.07 0.70
C 0.00 0.19 -0.06
C 0.11 0.13 0.30
C 0.16 -0.35 0.03
C 0.08 -0.21 0.09
C 0.06 -0.05 0.02
C -0.02 0.21 0.21
C 0.11 -0.50 0.00
C 0.61 0.26 -0.17
C -0.37 -0.21 -0.14
C 0.12 -0.01 0.22
C -0.07 0.14 -0.34
C -0.10 0.56 -0.32
C -0.08 -0.49 0.02
C 0.15 -0.13 -0.30
C -0.17 -0.06 -0.04
C -0.17 -0.18 -0.02
C -0.15 -0.12 -0.47
C -0.55 -0.07 -0.14
C 0.23 -0.74 -0.06
B 0.76 0.06 0.14
H 0.14 0.06 0.03
H 0.17 -0.47 0.21
H -0.12 0.11 -0.09
H -0.05 0.09 -0.17
H -0.01 0.06 0.11
H -0.11 -0.01 -0.07
H -0.08 0.02 0.09
H 0.00 0.10 -0.10
H -0.14 0.02 0.07
H -0.06 -0.06 -0.26
H 0.00 0.23 -0.10
H -0.11 0.11 0.07
H 0.08 0.10 0.03
H 0.06 0.13 0.01
H 0.15 -0.21 0.21
H -0.04 0.11 -0.03
H 0.02 -0.12 0.02
H -0.19 0.10 -0.46
H -0.08 0.05 -0.11
H 0.19 0.12 -0.12
H -0.41 -0.22 -0.22
H -0.06 0.23 -0.03
H -0.22 0.22 -0.18
H 0.03 -0.07 -0.10
H -0.11 -0.24 0.08
H -0.01 -0.10 -0.14
H -0.01 0.23 0.01
H -0.20 0.14 0.00

For the HOMO-LUMO gap (alpha / beta), the calculation gives 7.86 / 6.30 eV. As for the charge: +1. Its spin multiplicity is 5.



- Number 3 is which compound?
  C33H28BF4N2P2RuS2Se